{"formula": "C5H12O2", "method": "ωB97M-V/def2-TZVPD", "symbols": ["C", "C", "C", "C", "C", "H", "H", "H", "H", "H", "H", "H", "H", "O", "H", "H", "O", "H", "H"], "xyz": [[0.075, -1.193, -1.915], [0.196, -1.312, -0.606], [-0.995, -1.164, 0.212], [-1.296, 0.002, 0.785], [-2.053, 0.167, 2.126], [0.818, -1.181, -2.681], [-0.935, -1.122, -2.319], [1.094, -1.427, -0.086], [-1.702, -2.051, 0.322], [-0.832, 0.919, 0.422], [-2.166, 1.196, 2.604], [-1.589, -0.470, 2.833], [-3.145, -0.147, 2.147], [1.172, 1.291, -2.356], [1.839, 1.340, -1.623], [0.826, 2.081, -2.780], [2.952, 1.050, 0.606], [2.175, 1.179, 1.024], [3.566, 0.843, 1.284]], "forces_ev_per_angstrom": [[-0.705, -0.469, -0.513], [-1.169, 0.220, -1.713], [-1.896, -0.625, 0.924], [-0.392, 0.611, 1.412], [-2.462, 0.893, -0.569], [0.747, -0.107, 0.075], [0.115, 0.184, 0.088], [1.490, -0.164, 0.524], [1.235, 0.938, 0.520], [0.487, -0.257, 0.144], [0.810, -1.028, -1.095], [0.561, -0.510, 0.848], [1.112, -0.017, -0.520], [0.416, -0.931, 0.370], [-1.043, 0.913, -1.226], [0.812, 0.348, 0.816], [3.024, -0.348, -2.994], [-4.144, 0.662, 2.080], [1.002, -0.311, 0.828]], "mulliken_charge": [-0.68, -0.16, -0.43, -0.11, -1.09, 0.31, 0.24, 0.42, 0.27, 0.36, 0.29, 0.30, 0.28, -0.59, 0.32, 0.28, -0.58, 0.29, 0.29], "lumo_ev": 0.6606, "e_above_lowest_ev": 3.256, "smiles": "C=C/C=C/C.O.O", "molar_mass_g_mol": 104.15, "charge": 0, "multiplicity": 1, "homo_lumo_gap_ha": 0.34994, "homo_energy_ha": -0.3257}

***

{"formula": "C5H12O2", "method": "ωB97M-V/def2-TZVPD", "symbols": ["C", "C", "C", "O", "C", "C", "O", "H", "H", "H", "H", "H", "H", "H", "H", "H", "H", "H", "H"], "xyz": [[2.375, -0.910, 0.013], [1.643, 0.309, 0.518], [0.320, 0.517, 0.512], [-0.239, 1.509, 1.240], [-0.606, -0.476, -0.138], [-2.142, -0.364, -0.165], [-2.644, 0.938, 0.153], [3.059, -0.698, -0.821], [2.992, -1.328, 0.820], [1.710, -1.716, -0.321], [2.226, 1.087, 0.995], [-1.164, 1.608, 0.951], [-0.297, -1.148, 0.691], [-0.229, -0.861, -1.094], [-2.507, -1.087, 0.568], [-2.549, -0.668, -1.142], [-3.472, 0.821, 0.636], [1.096, 1.267, -1.546], [0.429, 1.201, -1.871]], "forces_ev_per_angstrom": [[-0.068, 0.024, -0.019], [-0.138, 0.157, 0.347], [0.611, 0.251, -0.168], [-0.069, 0.416, -0.206], [0.292, -0.727, 0.916], [0.129, -0.381, 0.132], [-0.107, 0.052, 0.147], [-0.145, 0.075, 0.100], [-0.085, 0.089, -0.156], [0.075, 0.220, 0.070], [0.111, -0.058, 0.156], [0.080, 0.045, 0.065], [-0.954, -1.136, -0.953], [0.038, 0.267, 0.392], [-0.229, 0.110, -0.042], [0.324, 0.120, 0.189], [0.212, 0.162, -0.154], [-0.176, 0.107, -0.326], [0.097, 0.209, -0.490]], "mulliken_charge": [-1.17, -0.45, 0.24, -0.59, -0.41, -0.46, -0.58, 0.32, 0.32, 0.32, 0.40, 0.43, 0.29, 0.40, 0.33, 0.26, 0.32, -0.01, 0.03], "lumo_ev": 0.5403, "e_above_lowest_ev": 3.185, "smiles": "C/C=C(/O)CCO.[H][H]", "molar_mass_g_mol": 104.15, "charge": 0, "multiplicity": 1, "homo_lumo_gap_ha": 0.30568, "homo_energy_ha": -0.2858}

***

{"formula": "C5H12O2", "method": "ωB97M-V/def2-TZVPD", "symbols": ["C", "C", "C", "C", "C", "O", "H", "H", "H", "H", "H", "H", "H", "H", "H", "H", "O", "H", "H"], "xyz": [[-2.160, -0.475, 1.045], [-1.329, -0.497, -0.240], [-0.335, 0.637, -0.291], [0.866, 0.631, -0.881], [1.490, -0.518, -1.620], [1.592, 1.795, -0.881], [-1.509, -0.566, 1.921], [-2.722, 0.463, 1.130], [-2.883, -1.297, 1.057], [-0.813, -1.463, -0.313], [-2.000, -0.444, -1.109], [-0.643, 1.581, 0.160], [1.442, -0.345, -2.702], [2.547, -0.633, -1.347], [0.986, -1.461, -1.407], [2.503, 1.601, -1.131], [0.949, -0.113, 2.456], [0.741, 0.760, 2.810], [0.830, 0.007, 1.501]], "forces_ev_per_angstrom": [[-0.034, 0.013, 0.042], [0.041, -0.070, -0.073], [0.176, 0.045, -0.146], [-0.394, -0.232, 0.050], [0.016, -0.035, 0.018], [0.196, -0.008, -0.033], [-0.158, -0.003, -0.123], [0.096, -0.126, -0.014], [0.118, 0.115, 0.009], [-0.073, 0.144, -0.014], [0.079, 0.011, 0.118], [0.028, -0.112, -0.064], [0.015, 0.010, 0.146], [-0.130, 0.030, -0.003], [0.056, 0.154, -0.025], [-0.125, 0.052, 0.011], [0.025, 0.157, 0.008], [0.068, -0.132, 0.039], [0.000, -0.013, 0.052]], "mulliken_charge": [-1.20, -0.29, -0.77, 0.89, -1.30, -0.51, 0.31, 0.32, 0.36, 0.23, 0.29, 0.41, 0.33, 0.43, 0.27, 0.32, -0.70, 0.34, 0.29], "lumo_ev": 0.7710, "e_above_lowest_ev": 0.976, "smiles": "CC/C=C(\\C)O.O", "molar_mass_g_mol": 104.15, "charge": 0, "multiplicity": 1, "homo_lumo_gap_ha": 0.34991, "homo_energy_ha": -0.3216}